Computed, not measured: a cluster of 13 separate species, C47H83N5O21 in total in a non-equilibrium geometry, with ωB97M-V with the def2-TZVPD basis set.

The geometry in XYZ format:
```
156
Properties=species:S:1:pos:R:3
C 1.01 0.23 1.49
C -0.15 0.65 0.67
O -0.41 1.80 0.38
N -0.92 -0.38 0.23
C -2.09 -0.15 -0.65
H 1.04 0.96 2.30
H 1.92 0.19 0.89
H 0.91 -0.75 1.95
H -0.85 -1.28 0.68
H -2.99 -0.63 -0.28
H -1.86 -0.59 -1.62
H -2.52 0.84 -0.75
C 0.56 0.05 -3.40
C 1.82 0.55 -3.94
O 2.02 0.44 -5.14
N 2.74 1.11 -3.21
C 2.93 0.76 -1.87
H 0.51 -0.14 -2.33
H 0.32 -0.83 -4.01
H -0.17 0.85 -3.48
H 3.57 1.52 -3.62
H 2.04 0.70 -1.25
H 3.56 1.47 -1.32
H 3.27 -0.27 -1.79
C -0.67 3.96 3.39
C -2.14 3.88 3.36
O -2.75 3.90 4.41
N -2.78 3.84 2.16
C -4.22 3.67 2.08
H -0.28 4.77 4.00
H -0.27 4.02 2.38
H -0.35 3.01 3.83
H -2.21 4.07 1.36
H -4.54 4.36 2.87
H -4.63 2.66 2.02
H -4.44 4.23 1.17
C -2.92 -2.96 3.52
C -2.44 -1.47 3.59
O -1.38 -1.15 3.18
N -3.36 -0.68 4.18
C -3.56 0.75 4.07
H -3.75 -3.18 4.18
H -2.01 -3.46 3.87
H -3.15 -3.44 2.56
H -3.97 -1.35 4.63
H -3.09 1.24 4.92
H -4.59 1.11 4.03
H -3.12 1.17 3.17
C -7.33 -2.67 -2.50
C -7.17 -1.26 -3.01
O -6.08 -0.68 -2.94
N -8.21 -0.78 -3.66
C -8.37 0.64 -4.03
H -6.44 -3.05 -2.00
H -7.55 -3.23 -3.41
H -8.05 -2.76 -1.69
H -8.91 -1.48 -3.50
H -9.37 0.98 -4.27
H -7.65 0.86 -4.82
H -8.08 1.16 -3.11
O 7.77 -1.21 -3.45
C 7.49 -0.03 -3.20
O 6.18 0.42 -3.12
C 6.16 1.77 -2.74
C 7.59 2.30 -3.05
C 8.47 1.01 -2.76
H 5.80 1.92 -1.73
H 5.55 2.50 -3.27
H 7.71 3.20 -2.44
H 7.69 2.69 -4.06
H 8.59 1.00 -1.68
H 9.45 0.82 -3.22
O 2.87 6.78 0.27
C 2.74 6.20 -0.76
O 3.78 6.10 -1.68
C 3.60 5.04 -2.68
C 2.15 4.72 -2.59
C 1.62 5.38 -1.28
H 4.31 4.23 -2.50
H 3.63 5.41 -3.71
H 2.01 3.64 -2.75
H 1.61 5.13 -3.45
H 1.45 4.74 -0.41
H 0.80 6.08 -1.41
O 0.28 -4.35 -2.68
C 0.16 -4.48 -1.47
O -1.06 -4.80 -0.96
C -1.09 -4.64 0.49
C 0.27 -4.12 0.80
C 1.18 -4.19 -0.48
H -1.32 -5.60 0.95
H -1.79 -3.91 0.91
H 0.67 -4.86 1.49
H 0.20 -3.17 1.32
H 1.78 -5.10 -0.44
H 1.81 -3.32 -0.67
O -1.91 3.88 -4.67
C -2.86 3.28 -4.24
O -2.71 2.06 -3.53
C -3.98 1.59 -3.04
C -5.01 2.38 -3.90
C -4.30 3.66 -4.19
H -4.36 1.70 -2.03
H -3.95 0.58 -3.43
H -5.96 2.72 -3.49
H -5.01 2.04 -4.94
H -4.49 4.25 -3.29
H -4.61 4.23 -5.07
O 3.58 -4.55 6.17
C 2.79 -3.65 6.16
O 1.90 -3.50 7.25
C 1.07 -2.35 7.07
C 1.25 -2.13 5.53
C 2.69 -2.53 5.24
H 1.27 -1.40 7.55
H 0.08 -2.74 7.34
H 1.15 -1.08 5.27
H 0.46 -2.56 4.91
H 3.52 -1.87 5.48
H 2.90 -2.95 4.26
O 2.41 0.66 6.96
C 2.83 1.40 6.04
O 4.05 1.43 5.56
C 4.22 2.44 4.59
C 2.85 2.94 4.16
C 1.92 2.21 5.14
H 4.77 2.13 3.70
H 4.65 3.34 5.02
H 2.60 2.57 3.17
H 2.61 4.00 4.24
H 1.25 1.52 4.63
H 1.25 2.90 5.65
O -4.67 -6.74 -4.01
C -4.28 -5.56 -3.99
O -3.50 -5.08 -2.99
C -3.33 -3.64 -3.13
C -3.72 -3.32 -4.59
C -4.60 -4.51 -5.05
H -2.31 -3.30 -2.98
H -4.01 -3.17 -2.41
H -2.74 -3.26 -5.06
H -4.28 -2.41 -4.82
H -4.41 -4.73 -6.10
H -5.66 -4.36 -4.85
O 4.97 -0.26 1.77
C 5.02 -1.40 1.28
O 4.86 -1.79 0.03
C 5.12 -3.22 -0.13
C 4.86 -3.73 1.28
C 5.54 -2.67 2.02
H 6.15 -3.36 -0.44
H 4.54 -3.68 -0.93
H 5.38 -4.59 1.71
H 3.78 -3.79 1.46
H 6.62 -2.58 2.06
H 5.18 -2.58 3.04
```

Charge ... 0
ΔE to the lowest compared entry with this formula, charge and spin ... 5.1050 eV
E_tot ... -100530.4354 eV
Kohn-Sham gap ... 9.023 eV
Lowest unoccupied orbital energy ... -0.003 Eh
2S+1 ... 1

Computed, not measured: a structure of composition C47H85BiN5O3P2SSi, with ωB97M-V with the def2-TZVPD basis set.

The geometry in XYZ format:
```
145
Properties=species:S:1:pos:R:3
Bi -0.24 -0.33 1.57
C -1.81 4.00 2.39
C -2.97 3.49 1.54
C -3.32 4.52 0.47
P -2.58 1.77 0.94
C -4.22 0.96 0.58
C -5.42 1.84 0.22
C -4.57 0.10 1.80
C -1.79 2.01 -0.70
C -2.51 2.37 -1.84
C -1.92 2.50 -3.09
C -2.72 2.89 -4.30
C -0.55 2.25 -3.18
C 0.18 1.87 -2.07
C -0.43 1.76 -0.82
N 0.37 1.35 0.28
C 1.48 2.14 0.60
C 1.55 3.48 0.18
C 2.65 4.26 0.47
C 3.74 3.77 1.18
C 4.94 4.62 1.48
C 3.67 2.45 1.62
C 2.56 1.64 1.37
P 2.43 -0.08 1.89
C 3.44 -1.05 0.71
C 2.88 -0.83 -0.70
C 4.93 -0.71 0.77
C 2.99 -0.37 3.63
C 4.11 0.50 4.18
C 3.29 -1.86 3.80
H -2.03 5.00 2.77
H -0.89 4.07 1.80
H -1.62 3.34 3.24
H -3.84 3.35 2.19
H -2.48 4.68 -0.21
H -3.54 5.48 0.94
H -4.18 4.24 -0.13
H -4.00 0.30 -0.27
H -5.64 2.55 1.01
H -6.30 1.21 0.10
H -5.29 2.39 -0.71
H -4.76 0.73 2.67
H -3.76 -0.59 2.05
H -5.47 -0.48 1.61
H -3.57 2.56 -1.77
H -3.75 3.11 -4.04
H -2.72 2.09 -5.05
H -2.29 3.78 -4.78
H -0.05 2.33 -4.14
H 1.24 1.66 -2.16
H 0.74 3.90 -0.39
H 2.67 5.29 0.12
H 5.05 5.42 0.75
H 5.86 4.03 1.47
H 4.86 5.09 2.47
H 4.51 2.04 2.15
H 3.27 -2.10 0.98
H 2.98 0.21 -1.00
H 1.83 -1.13 -0.77
H 3.44 -1.45 -1.40
H 5.10 0.34 0.53
H 5.47 -1.30 0.03
H 5.37 -0.92 1.75
H 2.09 -0.14 4.20
H 5.04 0.39 3.62
H 4.32 0.18 5.21
H 3.85 1.55 4.20
H 4.22 -2.14 3.30
H 2.49 -2.49 3.42
H 3.42 -2.08 4.87
N -3.27 -2.49 -1.10
C -2.92 -1.77 -2.22
C -1.91 -0.96 -1.83
N -1.63 -1.17 -0.50
C -2.45 -2.11 -0.10
H -3.95 -3.22 -1.05
H -3.41 -1.91 -3.17
H -1.36 -0.23 -2.42
H -2.47 -2.56 0.88
C -0.63 -1.65 4.79
C -1.29 -0.29 5.04
N -0.39 0.74 5.55
C -0.09 0.74 6.98
C 1.21 0.02 7.33
C 0.19 1.60 4.70
C 0.90 2.81 5.27
N 0.13 1.42 3.41
H -1.30 -2.32 4.27
H -0.35 -2.13 5.73
H 0.28 -1.56 4.19
H -2.10 -0.40 5.76
H -1.74 0.09 4.12
H -0.92 0.25 7.48
H -0.07 1.76 7.35
H 1.20 -1.01 6.98
H 1.36 0.01 8.41
H 2.08 0.52 6.88
H 0.20 3.43 5.84
H 1.32 3.40 4.46
H 1.71 2.52 5.94
H 0.55 2.21 2.93
C -1.67 -5.51 -2.27
C -0.89 -5.95 -1.04
C -1.79 -5.95 0.20
C -0.28 -7.33 -1.26
O 0.16 -4.98 -0.89
Si 1.15 -4.60 0.36
S 0.45 -3.05 1.58
O 1.31 -5.98 1.22
C 1.94 -6.33 2.45
C 1.00 -6.02 3.60
C 3.26 -5.57 2.61
C 2.20 -7.83 2.37
O 2.58 -4.12 -0.29
C 3.35 -4.71 -1.36
C 4.77 -4.22 -1.17
C 2.78 -4.25 -2.69
C 3.32 -6.24 -1.27
H -2.50 -6.18 -2.46
H -1.01 -5.52 -3.14
H -2.04 -4.50 -2.14
H -2.64 -6.62 0.04
H -2.15 -4.95 0.40
H -1.23 -6.30 1.07
H -1.08 -8.07 -1.40
H 0.32 -7.62 -0.40
H 0.34 -7.33 -2.15
H 0.80 -4.94 3.66
H 1.43 -6.35 4.55
H 0.05 -6.53 3.46
H 3.08 -4.50 2.56
H 3.96 -5.85 1.83
H 3.71 -5.81 3.58
H 1.26 -8.37 2.26
H 2.70 -8.19 3.28
H 2.83 -8.06 1.52
H 4.82 -3.13 -1.28
H 5.44 -4.66 -1.91
H 5.14 -4.48 -0.18
H 2.80 -3.16 -2.75
H 1.76 -4.59 -2.81
H 3.39 -4.64 -3.51
H 3.72 -6.58 -0.31
H 3.93 -6.66 -2.07
H 2.31 -6.62 -1.37
```

Charge ... +1
ΔE to the lowest compared entry with this formula, charge and spin ... 0.0000 eV
E_tot ... -106845.3377 eV
Kohn-Sham gap ... 7.819 eV
Lowest unoccupied orbital energy ... -0.069 Eh
2S+1 ... 1

Computed, not measured: a cluster of 7 separate species, C47H92N5O11 in total in a non-equilibrium geometry, with ωB97M-V with the def2-TZVPD basis set.

The geometry in XYZ format:
```
155
Properties=species:S:1:pos:R:3
C -0.22 -18.52 -26.38
C -0.46 -19.67 -27.31
C -1.71 -19.41 -28.25
C -1.62 -18.32 -29.34
C -0.50 -18.72 -30.24
C 0.94 -19.00 -29.58
N 0.74 -19.88 -28.28
O 1.87 -20.52 -27.80
C 1.64 -17.72 -29.17
C 1.71 -19.75 -30.61
C -0.67 -20.93 -26.55
H -1.19 -18.26 -25.97
H 0.27 -17.61 -26.71
H 0.39 -18.94 -25.58
H -2.67 -19.19 -27.80
H -1.95 -20.43 -28.57
H -1.39 -17.34 -28.94
H -2.47 -18.27 -30.03
H -0.49 -17.89 -30.94
H -0.86 -19.57 -30.82
H 1.35 -17.10 -28.32
H 1.67 -17.07 -30.04
H 2.68 -17.99 -28.97
H 2.59 -20.21 -30.16
H 1.98 -19.08 -31.43
H 1.17 -20.57 -31.09
H -0.88 -21.88 -27.04
H -1.55 -20.70 -25.93
H 0.10 -21.26 -25.85
C -8.26 -16.60 -20.92
C -8.85 -16.52 -22.31
C -9.64 -17.82 -22.55
C -10.67 -17.81 -23.60
C -11.73 -16.71 -23.20
C -11.10 -15.25 -23.22
N -9.83 -15.37 -22.30
O -9.25 -14.11 -22.04
C -12.09 -14.26 -22.51
C -10.78 -14.70 -24.66
C -7.77 -16.42 -23.35
H -7.76 -17.55 -20.74
H -8.95 -16.57 -20.08
H -7.58 -15.77 -20.73
H -10.16 -18.11 -21.64
H -8.93 -18.62 -22.76
H -11.18 -18.77 -23.64
H -10.21 -17.56 -24.55
H -12.23 -16.89 -22.25
H -12.57 -16.71 -23.89
H -13.04 -14.26 -23.03
H -11.71 -13.23 -22.55
H -12.19 -14.43 -21.44
H -11.65 -14.38 -25.24
H -10.22 -15.36 -25.32
H -10.14 -13.83 -24.52
H -7.12 -17.29 -23.34
H -7.19 -15.49 -23.29
H -8.23 -16.37 -24.34
C 1.84 -13.41 -24.65
C 0.43 -13.39 -25.29
C -0.35 -12.28 -24.56
C -1.68 -12.04 -25.19
C -1.56 -11.62 -26.59
C -0.75 -12.63 -27.49
N 0.47 -13.10 -26.78
O 1.41 -13.80 -27.49
C -0.29 -11.97 -28.75
C -1.67 -13.81 -27.81
C -0.25 -14.79 -25.18
H 2.23 -12.41 -24.81
H 2.62 -14.01 -25.11
H 1.73 -13.53 -23.57
H 0.25 -11.37 -24.54
H -0.41 -12.47 -23.49
H -2.23 -11.29 -24.63
H -2.41 -12.83 -25.01
H -1.07 -10.65 -26.64
H -2.51 -11.45 -27.10
H 0.05 -12.73 -29.46
H 0.53 -11.26 -28.61
H -1.10 -11.42 -29.23
H -2.13 -14.35 -26.98
H -1.09 -14.57 -28.34
H -2.45 -13.47 -28.49
H -1.32 -14.67 -25.00
H 0.11 -15.32 -24.29
H -0.09 -15.42 -26.05
C -3.20 -18.29 -20.92
C -2.37 -19.56 -20.59
C -2.08 -20.40 -21.90
C -1.09 -19.85 -22.87
C 0.19 -19.81 -22.04
C 0.18 -18.85 -20.81
N -1.02 -19.26 -19.99
O -1.03 -18.74 -18.68
C 0.26 -17.28 -21.18
C 1.50 -19.20 -20.10
C -3.15 -20.48 -19.59
H -3.35 -17.68 -20.03
H -4.17 -18.54 -21.33
H -2.65 -17.69 -21.64
H -3.00 -20.38 -22.48
H -1.89 -21.41 -21.57
H -1.31 -18.90 -23.34
H -0.91 -20.57 -23.66
H 0.92 -19.57 -22.81
H 0.43 -20.84 -21.78
H 0.31 -16.71 -20.25
H -0.59 -16.84 -21.70
H 1.14 -17.07 -21.77
H 1.45 -18.79 -19.09
H 2.43 -18.81 -20.51
H 1.41 -20.27 -19.92
H -3.14 -20.09 -18.58
H -2.69 -21.45 -19.43
H -4.20 -20.69 -19.79
C -7.55 -21.46 -27.69
C -7.45 -21.82 -26.20
C -7.46 -23.32 -25.90
C -6.26 -24.14 -26.41
C -5.03 -23.59 -25.71
C -4.76 -22.06 -25.88
N -6.10 -21.27 -25.67
O -6.07 -19.87 -25.62
C -4.12 -21.75 -27.29
C -3.81 -21.70 -24.69
C -8.62 -21.19 -25.34
H -7.83 -20.41 -27.84
H -8.34 -22.03 -28.18
H -6.69 -21.81 -28.26
H -8.39 -23.77 -26.24
H -7.59 -23.47 -24.83
H -6.08 -24.06 -27.48
H -6.29 -25.19 -26.11
H -4.26 -24.14 -26.24
H -5.08 -23.90 -24.67
H -3.94 -20.70 -27.50
H -4.50 -22.28 -28.16
H -3.07 -22.04 -27.32
H -3.59 -20.64 -24.58
H -2.89 -22.27 -24.74
H -4.24 -21.96 -23.72
H -8.67 -20.10 -25.34
H -8.69 -21.45 -24.28
H -9.50 -21.62 -25.80
O -7.79 -20.59 -21.59
C -6.49 -20.82 -21.82
O -6.10 -21.88 -21.32
O -5.83 -20.01 -22.47
H -7.88 -21.48 -21.26
O -3.60 -17.76 -24.05
C -4.10 -17.14 -25.06
O -5.31 -16.82 -25.05
O -3.44 -16.81 -26.06
H -4.31 -17.79 -23.41
```

Charge ... +3
ΔE to the lowest compared entry with this formula, charge and spin ... 0.0000 eV
E_tot ... -80159.6234 eV
Kohn-Sham gap ... 2.810 eV
Lowest unoccupied orbital energy ... -0.369 Eh
2S+1 ... 1

- Among the records above, which one has the lowest E_tot?
  C47H85BiN5O3P2SSi

- Among the records above, which one has the lowest charge?
  C47H83N5O21

- E_tot of number 3 (C47H92N5O11)?
  -80159.6234 eV